# C55H55Cl2Ge2O3S4W

A structure of composition C55H55Cl2Ge2O3S4W (wB97M-V/def2-TZVPD, the OMol25 dataset).

Values from the calculation:
energy relative to the best compared isomer or geometry (same formula, charge and spin)	191.1	kJ/mol
total charge	+3
molecular weight	1292.28	g/mol
highest occupied orbital energy (spin up / spin down)	-13.582 / -13.580	eV
Kohn-Sham gap (spin up / spin down)	2.71 / 2.71	eV

XYZ file:
```
122
Properties=species:S:1:pos:R:3:lowdin_charge:R:1
W 0.12098 -0.09691 1.21470 -0.002
Cl 9.85090 -1.99211 7.14396 0.951
C 9.24066 -0.93721 5.97891 -0.555
C 7.92651 -0.33075 6.09966 -0.063
C 7.51833 0.46352 5.06687 -0.534
Cl 6.62692 1.85834 5.41207 0.904
C 8.12146 0.21813 3.72017 -0.281
O 7.28823 0.18838 2.81708 0.184
C 9.61234 0.06198 3.83488 0.000
C 10.49802 0.94298 3.09318 -0.172
O 11.39142 1.55059 3.63221 0.162
C 10.06452 -0.61246 4.94591 -0.023
H 7.44062 -0.27083 7.05159 0.125
H 10.26274 1.23418 2.07349 0.147
H 11.11292 -0.86992 4.97599 0.152
C 0.27107 -3.18176 6.06654 -0.031
C -0.40807 -3.45201 4.72515 -0.257
C 0.03321 -4.42326 3.86176 -0.014
C -0.56282 -4.66225 2.61189 -0.249
C 0.11955 -5.65546 1.74384 -0.043
C -1.78372 -4.01915 2.26394 -0.145
C -2.34292 -3.10863 3.21759 -0.213
C -3.68034 -2.39717 3.12362 -0.031
C -1.60890 -2.79764 4.35894 -0.042
C -2.36724 -4.42937 0.93927 -0.191
C -3.05281 -5.66019 1.04325 -0.013
C -3.53282 -6.28189 -0.08366 -0.019
C -3.17777 -5.78685 -1.32222 0.004
C -2.41136 -4.59477 -1.53189 -0.202
C -2.06552 -3.86916 -0.34897 -0.143
Ge -1.10744 -1.94108 -0.39317 0.791
S 1.00508 -2.09549 0.77853 0.253
S 0.31733 0.09807 3.38742 0.259
Ge -0.99184 2.16407 -1.00061 0.804
S 0.88568 1.85599 0.37482 0.122
S -2.02526 -0.09245 0.71556 0.192
C -1.97253 3.91429 -0.58678 -0.291
C -2.77713 4.42065 -1.62203 -0.234
C -3.86467 5.27524 -1.38428 0.021
C -3.95605 5.88600 -0.11638 -0.021
C -3.17729 5.44809 0.92147 -0.015
C -2.15471 4.48739 0.68144 -0.207
C -1.15240 4.33148 1.80261 -0.147
C -1.35057 3.52268 2.89478 -0.272
C -2.68463 2.89570 3.18746 -0.026
C -0.30741 3.34649 3.78485 -0.082
C 0.85063 4.11288 3.78473 -0.275
C 1.92269 3.96192 4.79089 -0.064
C 1.02599 5.00552 2.69487 0.009
C 0.05990 5.13689 1.69220 -0.212
C 0.18719 6.18363 0.69147 -0.029
C -2.45421 3.97770 -3.04430 -0.160
C -1.38198 4.53825 -3.75322 -0.245
C -0.38122 5.46968 -3.17377 -0.041
C -1.24830 4.22197 -5.08939 -0.009
C -2.20093 3.49193 -5.84505 -0.221
C -2.25362 3.38539 -7.35375 -0.052
C -3.14975 2.80606 -4.99579 -0.011
C -3.20908 2.92196 -3.62526 -0.266
C -4.27108 2.09122 -2.98323 -0.051
C -1.87202 -4.43067 -2.90405 -0.122
C -0.77629 -5.27604 -3.28146 -0.186
C -0.24538 -6.29582 -2.33570 -0.022
C -0.12094 -5.03687 -4.48488 0.009
C -0.60270 -4.11609 -5.40644 -0.239
C 0.01388 -4.05954 -6.79048 -0.029
C -1.69381 -3.35395 -5.05098 0.003
C -2.26717 -3.42551 -3.79858 -0.223
C -3.33634 -2.47148 -3.38372 -0.037
H -0.52168 -3.05321 6.84154 0.102
H 0.80716 -2.25148 6.09366 0.056
H 1.04689 -3.94331 6.30886 0.094
H 0.89171 -5.08927 4.16634 0.143
H -0.53802 -6.15436 1.01031 0.073
H 0.73736 -6.38884 2.33938 0.111
H 0.92795 -5.12739 1.14975 0.083
H -4.43353 -2.89081 2.50438 0.086
H -3.48781 -1.44022 2.59464 0.029
H -4.10835 -2.21843 4.11946 0.097
H -1.92066 -1.89479 4.95547 0.139
H -3.11219 -6.15878 2.00540 0.147
H -4.25137 -7.13362 0.05352 0.153
H -3.43547 -6.34267 -2.22579 0.145
H -4.60190 5.51475 -2.13421 0.128
H -4.64820 6.64104 0.08132 0.101
H -3.30401 5.84352 1.89902 0.119
H -3.11362 2.30471 2.37652 0.053
H -3.42716 3.75516 3.36936 0.123
H -2.57279 2.30125 4.09143 0.076
H -0.29858 2.56016 4.54302 0.075
H 2.28610 4.96296 5.17234 0.107
H 2.81745 3.45019 4.30955 0.095
H 1.67275 3.37251 5.68386 0.078
H 1.93901 5.57652 2.70046 0.119
H -0.75791 6.74472 0.53656 0.111
H 0.47527 5.79070 -0.25350 0.059
H 0.96937 6.84855 0.99787 0.086
H 0.16908 5.94097 -3.97457 0.075
H 0.43277 4.96548 -2.53801 0.101
H -0.84101 6.28485 -2.62623 0.088
H -0.48073 4.73408 -5.70056 0.131
H -1.17545 3.25004 -7.68874 0.096
H -2.61649 4.33208 -7.80118 0.092
H -2.83256 2.46195 -7.73486 0.106
H -3.84284 2.05730 -5.44143 0.126
H -4.56148 2.55783 -1.98109 0.102
H -3.96282 1.00691 -2.91241 0.081
H -5.13971 2.04823 -3.62941 0.079
H -0.55954 -6.00675 -1.34271 0.049
H 0.82323 -6.39120 -2.34814 0.082
H -0.56023 -7.33095 -2.66757 0.130
H 0.75781 -5.64403 -4.74764 0.141
H 1.06372 -3.61762 -6.78944 0.112
H -0.58537 -3.48595 -7.49688 0.079
H 0.20143 -5.07792 -7.19062 0.097
H -2.09021 -2.75247 -5.83256 0.119
H -3.09965 -1.93665 -2.48811 0.021
H -4.28151 -3.04875 -3.23049 0.115
H -3.59503 -1.77053 -4.21998 0.104
O 7.68330 0.88856 -7.84043 -0.084
H 6.86628 0.97640 -7.30927 0.036
H 8.40157 0.53407 -7.26769 0.048
```


# C55H55N5O10

A cluster of 10 separate species, C55H55N5O10 in total (wB97M-V/def2-TZVPD, the OMol25 dataset).

Values from the calculation:
energy relative to the best compared isomer or geometry (same formula, charge and spin)	0.0	kJ/mol
SMILES string	Oc1ccc(O)cc1.Oc1ccc(O)cc1.Oc1ccc(O)cc1.Oc1ccc(O)cc1.Oc1ccc(O)cc1.c1ccncc1.c1ccncc1.c1ccncc1.c1ccncc1.c1ccncc1
molecular weight	946.07	g/mol
highest occupied orbital energy	-7.902	eV
Kohn-Sham gap	8.17	eV

XYZ file:
```
125
Properties=species:S:1:pos:R:3:lowdin_charge:R:1
O -2.85901 -2.21597 -2.44454 0.092
C -3.83263 -2.33815 -1.58156 -0.358
C -4.88011 -3.25011 -1.82613 0.012
C -6.09856 -3.32941 -0.88071 0.061
C -6.19607 -2.34567 0.18941 -0.277
O -7.24585 -2.30393 1.09915 0.025
C -4.99855 -1.61709 0.42116 -0.052
C -3.90152 -1.61336 -0.34005 -0.054
H -2.91540 -2.59908 -3.26100 0.074
H -4.78846 -3.88192 -2.67460 0.093
H -7.05179 -3.70730 -1.00364 0.073
H -7.27368 -1.57199 1.73579 0.110
H -5.02453 -0.85743 1.27353 0.139
H -3.02473 -1.08558 -0.17715 0.071
O 2.66559 -3.42397 3.43497 0.071
C 2.37445 -2.24758 4.06151 -0.329
C 1.16508 -1.88483 4.40743 -0.048
C 0.79517 -0.62560 5.00907 0.001
C 1.83414 0.19047 5.49773 -0.308
O 1.68788 1.41117 6.08035 0.008
C 3.19777 -0.10472 5.02858 0.003
C 3.41029 -1.28126 4.35800 -0.023
H 3.45600 -3.28829 3.00958 0.073
H 0.28167 -2.40505 4.31766 0.091
H -0.20445 -0.34120 5.47365 0.133
H 0.81191 1.86912 6.20280 0.119
H 4.07776 0.44604 5.51672 0.144
H 4.39595 -1.49912 4.15239 0.085
O -3.85621 -5.41334 0.21042 0.033
C -2.73598 -5.36234 1.00465 -0.353
C -1.85635 -4.39660 0.90704 -0.023
C -0.61871 -4.24489 1.87054 0.034
C -0.32256 -5.40559 2.69510 -0.260
O 0.82172 -5.36501 3.49355 0.022
C -1.30107 -6.50344 2.72669 -0.011
C -2.43714 -6.52592 1.87319 0.014
H -3.91422 -4.68803 -0.40141 0.034
H -1.99777 -3.33994 0.33719 0.136
H 0.11513 -3.44047 1.82916 0.063
H 1.16867 -4.50519 3.50671 0.000
H -1.27644 -7.32944 3.41528 0.094
H -3.02267 -7.43447 2.01357 0.104
O 8.06428 -0.05725 -1.88613 0.059
C 6.72384 0.28322 -1.78193 -0.280
C 6.04108 0.35347 -0.55341 0.025
C 4.59218 0.50631 -0.55284 0.020
C 3.79765 0.58818 -1.72176 -0.366
O 2.54723 0.85519 -1.78552 0.061
C 4.55592 0.59656 -2.95301 0.008
C 5.94491 0.33595 -2.98080 -0.016
H 8.29486 -0.49061 -2.63290 0.037
H 6.61608 0.36893 0.30734 0.087
H 4.20679 0.47652 0.37986 0.060
H 2.11416 0.82054 -2.62392 0.063
H 3.91521 0.74971 -3.89062 0.125
H 6.34976 0.46344 -3.94850 0.093
O 3.06271 3.27735 -0.20130 0.008
C 2.64565 4.52768 -0.60199 -0.347
C 3.51046 5.59805 -0.47818 0.026
C 3.09495 7.04529 -1.11663 0.045
C 1.74916 7.03101 -1.61016 -0.370
O 1.25645 8.15760 -2.13394 0.083
C 0.95424 5.92738 -1.56672 -0.034
C 1.44744 4.70671 -1.28012 -0.048
H 2.77593 2.50959 -0.74343 0.069
H 4.62933 5.78112 0.07894 0.161
H 3.87465 7.93785 -1.02438 0.131
H 1.78826 8.70796 -2.57513 0.039
H 0.01591 5.69952 -2.02856 0.119
H 0.71569 4.03072 -1.48528 0.061
C -4.82530 1.97216 -1.38111 -0.015
C -5.49384 3.19636 -1.78902 -0.034
C -4.65821 4.36026 -1.81223 -0.182
N -3.34779 4.47531 -1.64230 0.034
C -2.69163 3.36162 -1.17623 -0.105
C -3.42252 2.13278 -1.09444 -0.065
H -5.40202 1.04593 -1.10847 0.107
H -6.42247 3.16088 -2.00141 0.015
H -5.10852 5.36738 -2.32569 0.143
H -1.67457 3.44473 -0.93403 0.056
H -2.91539 1.33470 -0.80098 -0.004
C -3.30479 3.73584 3.20130 -0.089
C -2.75336 4.24870 4.28026 -0.094
C -1.74020 3.50954 5.01302 -0.048
N -1.31144 2.34300 4.45885 0.031
C -1.83881 1.84408 3.47408 -0.244
C -2.95526 2.39965 2.80384 -0.016
H -4.10329 4.46139 2.72312 0.153
H -3.18687 5.09298 4.64053 0.067
H -1.29051 3.71184 5.98971 0.103
H -1.58305 0.76356 3.05432 0.142
H -3.43516 1.97879 2.00243 0.052
C 0.14857 1.78054 -3.62128 -0.122
C -0.00652 0.46085 -3.85614 -0.076
C 0.65917 -0.06633 -5.04034 -0.154
N 1.56569 0.54299 -5.76345 0.069
C 1.62061 1.88818 -5.50842 -0.131
C 1.04968 2.51810 -4.40139 -0.062
H -0.55448 2.13141 -2.80057 0.114
H -0.78390 -0.38629 -3.33272 0.161
H 0.32826 -0.97807 -5.33185 0.062
H 2.33692 2.42678 -6.12373 0.105
H 1.13200 3.55209 -4.30699 0.082
C 1.85002 -5.00589 -0.96319 -0.067
C 0.63408 -5.34221 -1.49846 -0.052
C 0.11386 -4.57287 -2.61217 -0.214
N 0.72523 -3.62698 -3.13976 0.033
C 1.88155 -3.03047 -2.58881 -0.078
C 2.54331 -3.85889 -1.58375 -0.038
H 2.38464 -5.55717 -0.27950 0.072
H 0.12956 -6.23130 -1.04876 0.118
H -0.82368 -4.88781 -3.11223 0.110
H 2.56514 -2.37924 -3.01172 0.064
H 3.52648 -3.57417 -1.17669 0.096
C 1.43324 -0.44478 1.29142 -0.132
C 0.85602 -1.26878 0.40726 -0.056
C -0.17084 -0.83861 -0.53094 -0.097
N -0.65764 0.43879 -0.33650 0.060
C -0.03157 1.24086 0.58476 -0.130
C 1.06002 0.84301 1.41227 -0.051
H 2.13515 -0.62255 1.94885 0.043
H 1.24317 -2.28841 0.06193 0.102
H -0.41296 -1.38482 -1.48415 0.087
H -0.29535 2.30163 0.60791 0.093
H 1.37011 1.34739 2.39283 0.148
```


Which of these has the lowest energy relative to the best compared isomer or geometry (same formula, charge and spin)? C55H55N5O10